1.
This record from OMol25 describes C14H18N2O3S in the gas phase at a distorted geometry. The level of theory is ωB97M-V/def2-TZVPD.

```
38
Properties=species:S:1:pos:R:3:forces:R:3
C -2.838 -3.392 -1.735 -0.039 0.042 0.022
C -2.224 -2.121 -1.231 0.071 -0.008 0.101
C -1.605 -2.063 0.005 -0.019 0.038 -0.152
C -1.040 -0.888 0.485 -0.061 0.141 0.043
C -1.100 0.254 -0.309 -0.257 -0.762 -0.004
C -1.729 0.225 -1.558 -0.057 -0.020 -0.020
C -2.287 -0.963 -1.997 0.056 0.108 0.108
H -2.772 -0.993 -2.962 -0.050 0.022 -0.132
C -1.787 1.464 -2.399 0.061 -0.050 0.015
H -2.361 2.248 -1.901 -0.039 0.091 -0.048
H -2.256 1.252 -3.356 -0.032 0.047 -0.042
H -0.780 1.839 -2.578 -0.053 0.085 -0.110
N -0.478 1.448 0.151 0.611 0.349 -0.335
S 1.071 1.714 -0.440 0.444 -0.063 0.307
O 1.237 3.136 -0.513 -0.200 -0.006 0.207
O 1.326 0.926 -1.613 -0.142 -0.048 0.271
C 2.077 1.096 0.866 0.102 -0.324 -0.394
C 2.871 -0.019 0.891 -0.424 0.457 -0.270
O 3.462 -0.091 2.090 -0.031 -0.616 -0.962
N 3.074 0.963 2.857 -0.335 1.052 0.812
C 2.250 1.686 2.150 0.151 -0.370 -0.146
C 1.605 2.921 2.643 0.067 0.081 0.210
H 1.613 3.667 1.851 0.004 0.088 0.087
H 0.567 2.717 2.903 -0.084 0.023 0.016
H 2.125 3.287 3.523 -0.012 0.060 0.054
C 3.134 -1.060 -0.124 0.114 -0.077 0.127
H 2.773 -2.027 0.224 -0.031 -0.070 0.015
H 2.625 -0.787 -1.044 0.068 -0.091 0.019
H 4.205 -1.147 -0.299 0.055 -0.013 -0.042
H -1.027 2.278 -0.025 0.049 0.253 -0.006
C -0.411 -0.869 1.846 -0.042 -0.007 0.014
H 0.559 -1.364 1.829 0.091 -0.010 0.080
H -1.043 -1.402 2.554 -0.002 -0.032 0.060
H -0.274 0.151 2.190 0.053 -0.016 0.109
H -1.558 -2.951 0.621 -0.006 -0.122 0.073
H -2.509 -4.244 -1.145 -0.006 -0.091 0.003
H -2.572 -3.560 -2.776 -0.005 -0.072 -0.068
H -3.925 -3.333 -1.674 -0.068 -0.068 -0.022
```
Forces are in eV/Å.

Output
**SMILES string**: Cc1cc(C)c(NS(=O)(=O)c2c(C)noc2C)c(C)c1
**Net charge**: 0
**HOMO energy**: -9.06 eV
**Orbital gap**: 9.73 eV

Atomic partial charges in e from the natural (NBO) method, atoms 1 to 4:
1 C -0.627
2 C 0.012
3 C -0.222
4 C -0.007

***

2.
This record from OMol25 describes C14H18N2O4S in the gas phase. The level of theory is ωB97M-V/def2-TZVPD.

```
39
Properties=species:S:1:pos:R:3:forces:R:3
C -1.552 4.243 1.683 -0.018 0.018 -0.048
H -1.948 3.726 0.803 0.020 0.036 -0.002
O -1.671 3.467 2.853 -0.167 -0.106 0.055
C -0.814 2.360 2.914 0.228 -0.402 -0.005
C -1.227 1.213 1.983 -0.608 0.565 -0.222
H -2.245 0.880 2.213 0.174 -0.003 -0.051
H -1.168 1.526 0.932 0.036 -0.092 0.098
O -0.294 0.163 2.223 0.238 -0.808 -0.053
N -0.347 -0.844 1.269 -0.263 0.407 0.197
C 0.654 -0.852 0.342 0.393 0.047 -0.279
N 0.780 -1.732 -0.583 0.336 0.275 0.042
C -0.155 -2.731 -0.649 -0.552 -0.212 0.291
C -0.034 -3.709 -1.642 -0.112 -0.069 0.038
C -0.963 -4.719 -1.728 0.126 0.073 -0.048
C -2.033 -4.783 -0.836 -0.138 0.012 0.133
C -2.169 -3.827 0.146 -0.006 0.024 0.024
C -1.236 -2.795 0.251 0.219 -0.220 -0.364
C -1.385 -1.781 1.293 -0.147 0.142 0.246
O -2.282 -1.700 2.099 -0.062 -0.024 0.081
H -2.987 -3.850 0.850 -0.076 -0.014 0.049
H -2.753 -5.583 -0.917 -0.065 -0.058 0.007
H -0.864 -5.473 -2.495 0.016 -0.058 -0.067
H 0.799 -3.647 -2.325 0.092 0.019 -0.063
S 1.783 0.460 0.520 0.525 0.335 0.063
C 2.804 0.180 -0.961 -0.569 0.114 0.079
C 2.065 0.605 -2.230 0.018 -0.274 -0.068
O 1.484 1.880 -2.163 -0.094 0.127 -0.074
C 2.402 2.948 -2.135 -0.065 -0.048 -0.006
H 3.124 2.868 -2.956 0.015 0.024 0.016
H 2.943 2.998 -1.184 0.028 0.033 -0.003
H 1.815 3.856 -2.257 0.102 0.045 0.016
H 2.766 0.541 -3.079 -0.071 0.017 0.038
H 1.234 -0.083 -2.402 0.211 0.045 -0.023
H 3.709 0.764 -0.801 0.035 -0.033 0.078
H 3.042 -0.880 -1.004 0.122 0.027 -0.061
H -0.855 2.004 3.945 0.095 0.002 -0.070
H 0.221 2.646 2.676 -0.051 0.013 0.059
H -2.137 5.144 1.858 0.038 0.011 -0.095
H -0.507 4.516 1.495 -0.007 0.009 -0.009
```
Forces are in eV/Å.

Output
**SMILES string**: COCCOn1c(SCCOC)nc2ccccc2c1=O
**Net charge**: 0
**HOMO energy**: -8.46 eV
**Orbital gap**: 9.03 eV

Atomic partial charges in e from the natural (NBO) method, atoms 1 to 4:
1 C -0.251
2 H 0.166
3 O -0.525
4 C -0.075

***

3.
This record from OMol25 describes 2 unconnected molecules or ions with the total composition C14H18N2O4S at a distorted geometry. The level of theory is ωB97M-V/def2-TZVPD.

```
39
Properties=species:S:1:pos:R:3:forces:R:3
C 4.851 2.847 -0.489 2.712 4.566 -3.510
O 3.950 2.212 0.177 -5.757 -0.004 0.655
C 4.412 1.180 0.856 -2.548 -5.018 2.182
C 3.125 0.441 1.602 -0.362 0.009 0.296
N 2.111 -0.217 0.555 2.061 11.359 1.888
C 1.914 -1.435 0.502 0.474 -7.225 -1.249
O 2.517 -2.345 1.178 -2.139 2.205 -1.959
C 0.934 -1.698 -0.775 0.408 -4.517 3.018
C 1.400 -1.235 -2.116 5.290 2.368 3.843
H 2.460 -1.762 -2.220 -2.400 1.288 -0.501
H 0.697 -1.377 -2.775 -3.368 -1.862 -4.050
H 1.449 -0.082 -2.163 0.718 -1.666 0.370
H 0.903 -2.994 -0.750 -0.383 3.854 -0.231
O -0.368 -1.222 -0.328 1.921 -5.232 -1.328
C -0.807 -0.052 -0.596 -4.574 -3.917 3.658
O -0.141 0.871 -0.609 4.370 7.332 -2.128
C -2.182 -0.031 -0.170 -2.333 7.099 -1.959
C -2.906 1.309 -0.209 14.432 3.867 -3.797
C -4.098 1.214 -0.056 -13.671 -3.795 4.245
C -4.365 -0.224 0.369 8.790 3.868 -4.304
N -3.170 -0.861 0.019 -3.492 -0.003 3.462
C -2.984 -2.164 0.444 3.519 -3.264 -4.645
H -2.116 -2.303 1.115 -0.615 0.099 -0.406
H -3.855 -2.696 0.761 -0.465 -0.132 -0.183
H -2.510 -2.537 -0.882 -1.364 -0.439 4.217
C -5.573 -0.637 0.561 -3.643 -8.198 2.321
C -6.477 0.229 0.560 -6.513 8.573 0.233
S -5.683 2.083 0.142 0.397 -3.297 0.183
H -7.620 0.384 0.877 3.002 -1.002 -0.939
H -5.946 -1.699 0.863 1.131 1.705 -0.661
H -2.389 2.406 -0.578 -1.078 -3.569 1.233
H 1.536 0.611 0.027 1.387 -3.306 1.245
H 2.636 1.278 2.276 0.406 -1.927 -1.499
H 3.395 -0.488 2.221 0.053 1.715 -0.775
H 4.644 0.284 0.190 1.230 1.304 0.624
H 5.079 1.578 1.639 0.530 -1.017 -0.207
H 4.359 3.699 -1.245 1.123 -1.485 2.716
H 5.614 3.225 0.334 -0.561 -0.138 -2.398
H 5.202 2.208 -1.307 1.313 -0.197 0.339
```
Forces are in eV/Å.

Output
**Net charge**: 0
**HOMO energy**: -7.74 eV
**Orbital gap**: 7.54 eV

Atomic partial charges in e from the natural (NBO) method, atoms 1 to 4:
1 C -0.231
2 O -0.549
3 C -0.074
4 C -0.252

***

4.
This record from OMol25 describes C14H18N2O5 in the gas phase at a distorted geometry. The level of theory is ωB97M-V/def2-TZVPD.

```
39
Properties=species:S:1:pos:R:3:forces:R:3
C -1.617 -0.049 -1.241 -0.216 2.060 1.985
C -0.096 0.150 -1.358 -1.364 0.591 0.151
C -2.078 -1.449 -1.340 0.744 -2.693 -0.263
C -2.301 -2.205 0.011 0.112 1.171 0.097
C -3.553 -2.658 0.460 1.053 0.638 -0.794
C -1.237 -2.249 0.920 -0.069 -0.030 -0.594
C -3.714 -3.198 1.722 -0.248 -0.392 0.424
C -1.369 -2.859 2.153 -0.992 -0.370 0.274
C -2.599 -3.375 2.568 -1.059 -0.236 0.014
C 1.571 1.839 -0.836 1.383 -0.068 0.452
C 2.866 1.545 -1.654 -0.278 0.616 1.215
C 1.797 1.295 0.594 -0.790 -0.355 1.106
C 3.144 1.639 1.294 -1.276 -0.089 -0.165
C 3.342 3.134 1.430 1.481 0.586 0.766
H -3.311 1.111 -1.705 -0.381 -0.249 -0.053
H -2.194 0.822 -2.943 -0.710 0.208 -0.691
H -1.819 0.233 -0.192 0.469 0.017 0.017
H -1.271 -2.030 -1.878 -1.049 0.416 0.222
H -2.960 -1.368 -1.955 -0.511 -0.752 -0.094
H -4.360 -2.506 -0.231 -0.597 -0.178 0.029
H -0.282 -1.810 0.648 -0.038 -0.154 -0.029
H -4.746 -3.461 2.026 0.896 -0.065 -0.019
H -0.536 -2.909 2.811 0.623 -0.079 0.399
H -2.773 -3.926 3.528 0.513 0.806 -0.888
H -0.433 2.182 -1.622 0.937 -1.148 0.721
H 1.541 2.884 -0.738 0.177 1.537 0.014
H 1.644 0.192 0.595 0.292 0.704 0.011
H 0.961 1.717 1.233 0.899 -0.365 -0.685
H 3.984 1.195 0.803 0.430 -0.359 -0.362
H 3.076 1.209 2.312 0.121 0.396 -0.435
H 4.820 3.144 0.157 -0.514 0.554 0.883
H 2.041 -0.058 -2.182 0.178 -0.272 0.124
N -2.356 0.986 -1.969 1.783 -0.188 -0.184
N 0.278 1.473 -1.321 -0.780 -1.215 -1.079
O 0.651 -0.827 -1.339 0.261 0.993 -0.189
O 3.841 2.252 -1.501 -0.568 -0.400 -0.468
O 2.668 3.834 2.127 -0.793 -0.081 -0.055
O 4.491 3.681 0.927 -0.188 -1.113 -1.115
O 2.889 0.419 -2.314 0.068 -0.439 -0.743
```
Forces are in eV/Å.

Output
**SMILES string**: N[C@@H](Cc1ccccc1)C(=O)N[C@@H](CCC(=O)O)C(=O)O
**Net charge**: 0
**HOMO energy**: -9.35 eV
**Orbital gap**: 9.67 eV

Atomic partial charges in e from the natural (NBO) method, atoms 1 to 4:
1 C -0.152
2 C 0.704
3 C -0.456
4 C 0.012

***

5.
This record from OMol25 describes 3 unconnected molecules or ions with the total composition C14H18N3O8PS at a distorted geometry. The level of theory is ωB97M-V/def2-TZVPD.

```
45
Properties=species:S:1:pos:R:3:forces:R:3
C 1.225 -0.297 -0.115 0.213 -0.113 0.041
C 1.101 1.092 -0.748 -0.032 0.146 0.124
O -0.154 1.197 -1.472 -0.125 0.160 0.487
O -0.722 2.496 -1.167 0.125 0.115 -0.568
S -2.338 2.514 -0.797 0.436 -0.685 1.153
O -2.461 2.208 0.619 -0.066 0.167 -0.990
O -2.754 1.170 -1.623 -0.030 0.341 0.012
P -2.497 -0.369 -1.108 -0.338 -0.515 0.121
N -3.743 -1.243 -0.852 0.201 0.619 -0.194
H 2.215 -0.726 -0.332 -0.327 0.120 0.048
H 0.472 -0.992 -0.512 0.265 0.214 0.085
H 1.128 -0.249 0.978 -0.144 -0.051 -0.327
H 1.111 1.885 0.009 0.074 -0.253 -0.302
H 1.902 1.277 -1.476 -0.204 0.037 0.194
H -1.645 -0.812 -2.124 0.073 -0.010 -0.029
H -1.643 -0.232 -0.013 -0.012 0.022 0.035
H -4.640 -0.804 -1.013 -0.095 -0.297 0.059
C -3.887 -5.290 0.469 -0.001 0.010 0.014
C -3.743 -4.009 0.989 0.065 -0.083 0.035
C -3.975 -3.788 2.339 0.020 0.071 -0.055
C -4.344 -4.857 3.134 0.012 -0.012 -0.014
C -4.496 -6.138 2.636 -0.004 -0.069 -0.054
C -4.264 -6.349 1.286 0.012 0.049 -0.004
N -4.579 -4.627 4.572 -0.003 0.006 -0.041
O -4.461 -3.494 4.990 0.014 0.082 0.020
O -4.877 -5.586 5.256 -0.026 -0.078 0.043
H -3.706 -5.461 -0.585 -0.007 0.001 0.000
H -3.459 -3.179 0.353 -0.127 -0.068 0.029
H -3.875 -2.801 2.767 -0.010 -0.023 0.042
H -4.788 -6.945 3.290 0.004 0.035 0.037
H -4.378 -7.342 0.873 0.001 0.002 -0.004
C 6.533 4.498 -2.780 -0.030 -0.001 0.027
C 5.265 4.055 -3.136 0.037 0.015 0.028
C 4.260 3.986 -2.185 0.002 -0.022 -0.081
C 4.553 4.369 -0.889 0.011 0.029 -0.013
C 5.806 4.812 -0.509 0.080 0.017 0.004
C 6.802 4.874 -1.470 -0.022 -0.015 -0.037
N 3.485 4.309 0.127 0.043 -0.011 -0.039
O 2.401 3.885 -0.224 -0.047 0.018 -0.012
O 3.750 4.680 1.249 0.026 0.020 0.074
H 7.314 4.553 -3.527 0.001 -0.006 0.002
H 5.057 3.764 -4.157 0.001 0.000 0.000
H 3.266 3.649 -2.441 -0.014 0.022 0.046
H 5.993 5.101 0.515 -0.051 -0.006 0.005
H 7.790 5.217 -1.194 0.000 0.000 -0.001
```
Forces are in eV/Å.

Output
**Net charge**: 0
**HOMO energy**: -9.41 eV
**Orbital gap**: 8.66 eV

Atomic partial charges in e from the natural (NBO) method, atoms 1 to 4:
1 C -0.646
2 C -0.093
3 O -0.284
4 O -0.474

***

6.
This record from OMol25 describes 3 unconnected molecules or ions with the total composition C14H18NO6. The level of theory is ωB97M-V/def2-TZVPD.

```
39
Properties=species:S:1:pos:R:3:forces:R:3
C 2.713 3.485 -2.523 0.331 0.501 0.758
C 2.474 2.469 -3.136 -0.339 -0.319 -0.174
C 2.207 1.288 -3.831 0.554 -0.105 -0.643
C 3.396 0.414 -3.806 -0.540 -0.078 0.202
C 4.239 0.211 -4.897 -0.067 -0.237 0.073
C 5.345 -0.620 -4.772 -0.499 0.312 -0.070
C 5.592 -1.217 -3.552 0.318 -0.277 -0.053
N 4.810 -1.064 -2.476 -0.177 0.359 -0.284
C 3.749 -0.271 -2.629 0.332 -0.130 0.097
H 3.251 4.225 -1.992 -0.106 0.401 -0.006
H 1.918 1.517 -4.859 -0.147 -0.087 -0.078
H 4.015 0.722 -5.822 0.047 0.030 -0.167
H 5.982 -0.771 -5.629 0.269 -0.143 0.005
H 6.462 -1.856 -3.448 0.016 -0.092 0.154
H 3.102 -0.139 -1.772 -0.031 -0.049 0.173
C -0.451 2.710 -1.219 0.113 0.158 -0.217
O -1.149 1.653 -0.529 -0.112 -0.024 0.039
C -0.395 0.934 0.290 -0.125 0.141 -0.190
O 0.765 1.101 0.542 0.108 -0.001 0.120
O -1.171 -0.029 0.821 -0.082 -0.095 0.062
C -0.482 -0.882 1.732 -0.005 -0.147 0.086
H -1.194 3.213 -1.832 -0.105 -0.105 0.058
H -0.031 3.417 -0.507 0.088 -0.092 0.041
H 0.333 2.312 -1.859 0.075 -0.057 0.110
H -0.099 -0.314 2.578 0.087 0.014 -0.041
H 0.333 -1.401 1.231 0.068 0.074 0.022
H -1.210 -1.609 2.086 -0.072 0.047 -0.055
C -4.932 -2.607 6.389 -0.022 -0.074 0.171
O -4.253 -1.618 5.617 0.019 0.013 0.067
C -4.558 -1.638 4.316 0.090 0.094 -0.028
O -5.330 -2.398 3.792 -0.070 -0.065 -0.012
O -3.865 -0.680 3.715 0.022 0.025 0.016
C -4.087 -0.580 2.302 0.007 0.158 -0.255
H -4.595 -2.480 7.414 0.068 0.087 -0.035
H -6.009 -2.461 6.341 -0.009 -0.054 -0.079
H -4.675 -3.607 6.045 -0.070 -0.001 -0.065
H -5.131 -0.354 2.094 -0.037 -0.121 0.043
H -3.794 -1.501 1.802 -0.084 -0.048 0.023
H -3.463 0.230 1.940 0.086 -0.011 0.133
```
Forces are in eV/Å.

Output
**Net charge**: -1
**HOMO energy**: -2.33 eV
**Orbital gap**: 4.52 eV

Atomic partial charges in e from the natural (NBO) method, atoms 1 to 4:
1 C -0.516
2 C 0.033
3 C -0.668
4 C -0.012